Entry from the Open Molecules 2025 dataset: 9 unconnected molecules or ions with the total composition C24H45Cl9O15S3 in a non-equilibrium geometry (the ωB97M-V functional and the def2-TZVPD basis).

Last column: Mulliken charge in e.
Atoms and positions in Å:
C: -0.25 -4.23 0.27  1.3344
Cl: -0.65 -4.41 -1.54  -0.1628
Cl: 1.19 -5.08 0.84  -0.1492
Cl: -1.64 -4.72 1.25  -0.1388
H: -0.02 -3.14 0.35  -1.0974
C: -0.69 2.80 -3.85  1.6887
Cl: 0.26 4.23 -3.46  -0.1363
Cl: -0.13 2.07 -5.35  -0.1590
Cl: -2.41 3.28 -3.91  -0.1613
H: -0.51 2.09 -3.03  -1.2846
C: -0.39 5.83 2.00  -0.1289
Cl: 0.69 5.16 0.82  -0.0843
Cl: 0.04 5.35 3.71  -0.0879
Cl: -2.07 5.44 1.75  -0.1223
H: -0.19 6.89 1.92  0.4264
O: -4.96 -1.08 3.03  -0.6576
S: -3.66 -1.16 3.62  1.1477
O: -2.53 -1.49 2.79  -0.4800
O: -3.38 0.23 4.38  -0.3904
C: -2.08 0.33 5.01  0.1670
C: -1.66 1.73 5.18  -0.9557
C: -3.67 -2.44 4.90  -1.1369
H: -1.38 -0.17 4.36  0.0941
H: -2.11 -0.28 5.91  0.3734
H: -2.25 2.45 5.78  0.3661
H: -1.53 2.17 4.21  0.0264
H: -0.67 1.59 5.62  0.2625
H: -4.40 -2.13 5.59  0.4663
H: -2.65 -2.57 5.27  0.2968
H: -4.18 -3.27 4.42  0.4030
O: -1.96 -0.16 -3.22  -0.3540
S: -2.66 -1.02 -4.09  1.2921
O: -1.96 -2.11 -4.71  -0.7368
O: -3.90 -1.50 -3.29  -0.3157
C: -4.41 -2.82 -3.71  -0.3062
C: -5.91 -2.79 -3.79  -1.2734
C: -3.32 -0.11 -5.36  -0.9900
H: -4.00 -3.44 -2.93  0.3500
H: -4.01 -3.11 -4.64  0.4154
H: -6.40 -3.09 -2.86  0.3336
H: -6.32 -3.44 -4.52  0.3850
H: -6.33 -1.83 -4.03  0.3470
H: -3.85 0.76 -4.94  0.2778
H: -3.94 -0.71 -6.02  0.3499
H: -2.44 0.31 -5.89  0.3004
O: 1.84 1.48 -2.27  -0.2846
S: 3.17 0.98 -2.70  0.8423
O: 4.24 0.80 -1.75  -0.5728
O: 2.99 -0.34 -3.53  -0.3937
C: 1.58 -0.94 -3.54  1.7098
C: 1.65 -1.97 -4.72  -1.5220
C: 3.65 1.95 -4.09  -0.9476
H: 0.87 -0.19 -3.83  -0.2106
H: 1.42 -1.45 -2.55  -0.3852
H: 0.66 -2.45 -4.90  0.2243
H: 2.42 -2.70 -4.73  0.3952
H: 1.87 -1.29 -5.58  0.3698
H: 3.82 2.99 -3.86  0.3551
H: 2.81 1.86 -4.82  0.1894
H: 4.59 1.60 -4.52  0.3665
O: 0.41 -1.28 2.27  -0.8620
C: -0.05 -0.38 1.58  0.3519
O: 0.09 0.92 1.89  0.0929
C: -0.59 1.81 0.95  -0.0869
C: -1.04 0.90 -0.26  0.4738
C: -0.99 -0.52 0.36  0.3160
H: 0.18 2.52 0.71  -0.2256
H: -1.51 2.21 1.35  0.2688
H: -0.36 1.05 -1.14  -0.9522
H: -2.06 1.20 -0.63  0.5272
H: -0.65 -1.30 -0.35  -0.0766
H: -1.93 -0.79 0.85  0.2140
O: 1.47 3.88 5.69  -0.6445
C: 1.84 2.95 5.04  0.5083
O: 1.65 1.68 5.45  -0.4271
C: 2.18 0.67 4.55  0.0667
C: 2.98 1.46 3.49  0.5606
C: 2.57 2.92 3.74  0.0154
H: 1.31 0.13 4.11  -0.2673
H: 2.70 -0.07 5.16  0.3704
H: 2.72 1.27 2.44  -0.6530
H: 4.08 1.29 3.63  0.5142
H: 1.88 3.38 3.02  -0.4280
H: 3.40 3.65 3.73  0.4038
O: 1.73 -1.79 -0.44  -0.2308
C: 2.94 -1.82 -0.24  -0.0592
O: 3.75 -2.57 -0.95  -0.4579
C: 5.10 -2.52 -0.43  -0.5269
C: 5.20 -1.28 0.46  -0.6379
C: 3.71 -1.04 0.81  0.3287
H: 5.73 -2.38 -1.31  0.3091
H: 5.23 -3.52 0.01  0.3071
H: 5.56 -0.42 -0.12  0.2384
H: 5.75 -1.44 1.42  0.3536
H: 3.38 0.01 0.89  -0.1398
H: 3.37 -1.47 1.79  0.5247

The calculation puts the energy relative to the best compared isomer or geometry (same formula, charge and spin) at 8.7 kcal/mol. The calculated total energy is -201536.4843 eV. As for the multiplicity: 1. The calculation puts the LUMO energy at 0.264 eV. The net charge is 0. Its strongest force on any atom is 3.075 eV/A.


Entry from the Open Molecules 2025 dataset: 7 unconnected molecules or ions with the total composition C40H35N7O10 in a non-equilibrium geometry (the ωB97M-V functional and the def2-TZVPD basis).

Last column: Löwdin spin population.
Atoms and positions in Å:
C: -2.75 -4.39 -4.16  0.0000
C: -1.90 -4.28 -5.29  0.0000
C: -1.09 -3.17 -5.45  0.0000
C: -0.97 -2.21 -4.42  0.0000
C: -1.76 -2.39 -3.27  0.0000
C: -2.72 -3.39 -3.21  0.0000
N: 0.01 -1.11 -4.47  0.0000
O: 0.29 -0.52 -3.36  0.0000
O: 0.38 -0.86 -5.57  0.0000
H: -3.43 -5.23 -4.03  0.0000
H: -1.99 -4.93 -6.15  0.0000
H: -0.38 -3.06 -6.25  0.0000
H: -1.70 -1.83 -2.35  0.0000
H: -3.45 -3.73 -2.49  0.0000
C: -5.31 2.96 1.29  0.0000
C: -4.73 2.63 0.09  0.0000
C: -4.37 1.37 -0.31  0.0000
C: -4.74 0.27 0.51  0.0000
C: -5.35 0.62 1.74  0.0000
C: -5.58 1.94 2.20  0.0000
N: -4.56 -1.17 0.17  0.0000
O: -4.94 -2.06 0.89  0.0000
O: -3.75 -1.32 -0.82  0.0000
H: -5.51 4.02 1.37  0.0000
H: -4.27 3.40 -0.52  0.0000
H: -3.84 1.31 -1.25  0.0000
H: -5.62 -0.15 2.45  0.0000
H: -5.98 2.18 3.17  0.0000
C: 1.38 -3.34 2.34  0.0000
C: 1.35 -3.61 1.03  0.0001
C: 0.26 -4.02 0.38  0.0000
C: -0.93 -4.31 1.10  0.0001
C: -0.88 -3.99 2.42  0.0001
C: 0.31 -3.62 3.10  0.0000
N: -2.14 -4.94 0.43  0.0000
O: -3.04 -5.28 1.21  0.0000
O: -2.09 -5.09 -0.82  0.0000
H: 2.28 -2.94 2.77  0.0000
H: 2.25 -3.34 0.50  0.0000
H: 0.24 -3.94 -0.70  0.0000
H: -1.74 -4.20 3.05  0.0000
H: 0.26 -3.31 4.13  0.0000
C: 5.34 3.73 3.25  0.1034
C: 5.21 2.35 3.22  0.2791
C: 6.34 1.48 3.06  0.0542
C: 7.57 2.09 2.88  0.0588
C: 7.73 3.55 2.87  0.2820
C: 6.61 4.31 3.16  0.0603
N: 8.72 1.30 2.62  -0.0007
O: 8.86 0.22 3.13  -0.0107
O: 9.62 1.78 1.90  0.0406
H: 4.47 4.30 3.52  0.0018
H: 4.22 1.92 3.35  0.0088
H: 6.26 0.40 3.08  0.0000
H: 8.74 3.94 2.82  0.0093
H: 6.65 5.38 3.31  -0.0009
C: -4.20 2.66 -7.34  0.0000
C: -4.54 3.85 -6.75  0.0000
C: -3.98 4.17 -5.50  0.0000
C: -2.93 3.34 -4.98  0.0000
C: -2.53 2.17 -5.65  0.0000
C: -3.21 1.85 -6.83  0.0000
N: -2.21 3.84 -3.76  0.0000
O: -2.61 4.80 -3.24  0.0000
O: -1.27 3.16 -3.35  0.0000
H: -4.83 2.17 -8.08  0.0000
H: -5.40 4.35 -7.17  0.0000
H: -4.23 5.15 -5.14  0.0000
H: -1.80 1.52 -5.19  0.0000
H: -3.15 0.84 -7.20  0.0000
N: 1.30 1.51 0.18  0.0058
C: 0.09 1.38 -0.34  0.0039
C: -0.89 0.44 0.17  0.0046
C: -0.52 -0.44 1.23  0.0000
C: 0.74 -0.24 1.74  0.0041
C: 1.58 0.75 1.22  0.0046
H: -0.17 1.94 -1.22  0.0001
H: -1.81 0.27 -0.37  0.0002
H: -1.14 -1.28 1.50  0.0000
H: 1.17 -0.80 2.56  0.0000
H: 2.53 0.99 1.68  0.0004
N: 4.80 0.52 5.80  0.0652
C: 5.05 -0.62 5.11  0.0080
C: 4.07 -1.31 4.45  0.0033
C: 2.77 -0.93 4.73  0.0014
C: 2.48 0.08 5.67  0.0059
C: 3.55 0.80 6.18  0.0041
H: 6.10 -0.81 4.93  0.0000
H: 4.39 -2.20 3.94  0.0005
H: 1.93 -1.49 4.34  0.0003
H: 1.52 0.38 6.07  0.0007
H: 3.49 1.49 7.01  0.0006

The calculated total energy is -72926.1397 eV. As for the multiplicity: 2. The calculation puts the LUMO energy (alpha / beta) at -5.028 / -8.962 eV. The net charge is +1. Its strongest force on any atom is 4.299 eV/A.


Entry from the Open Molecules 2025 dataset: 17 unconnected molecules or ions with the total composition C58H149N7O17 in a non-equilibrium geometry (the ωB97M-V functional and the def2-TZVPD basis).

Last column: Mulliken charge in e.
Atoms and positions in Å:
C: -4.30 -2.05 2.93  -0.7918
O: -3.04 -1.89 2.26  -0.2785
H: -4.42 -1.70 3.96  0.2966
H: -5.17 -1.65 2.40  0.2333
H: -4.44 -3.13 2.89  0.2957
H: -3.22 -1.67 1.35  0.3336
C: 3.73 -4.82 -4.52  -0.8154
O: 2.94 -3.99 -3.77  -0.2875
H: 4.38 -5.40 -3.85  0.2345
H: 3.16 -5.46 -5.19  0.3531
H: 4.40 -4.17 -5.08  0.3438
H: 2.34 -4.63 -3.38  0.1748
C: 1.50 2.57 -5.03  -0.0923
O: 1.54 3.22 -3.78  -0.4266
H: 0.50 2.32 -5.39  -0.1399
H: 1.87 3.22 -5.82  0.4062
H: 2.09 1.65 -5.14  0.0555
H: 0.89 2.83 -3.19  0.0854
C: 3.89 -0.90 -3.89  0.0851
O: 3.53 -1.63 -5.06  -0.5564
H: 3.53 0.13 -3.92  -0.3189
H: 3.36 -1.36 -3.05  0.1692
H: 4.94 -1.08 -3.67  0.3316
H: 3.37 -2.56 -4.90  0.3065
C: -2.80 0.80 -5.12  -0.5157
O: -2.11 1.93 -5.60  -0.5716
H: -3.23 0.47 -6.07  0.3965
H: -2.11 0.09 -4.66  0.1505
H: -3.58 0.97 -4.38  0.2500
H: -1.59 1.72 -6.38  0.3070
C: -1.17 4.58 -2.41  -0.8746
O: -1.37 3.20 -2.57  -0.1743
H: -0.66 4.91 -3.31  0.3568
H: -2.03 5.25 -2.42  0.3254
H: -0.62 4.82 -1.50  0.2558
H: -1.80 3.03 -3.41  0.0835
C: 2.24 -1.94 -8.35  -0.5190
O: 1.58 -1.20 -7.41  -0.4977
H: 1.68 -2.62 -8.98  0.2676
H: 2.93 -1.28 -8.88  0.2448
H: 2.86 -2.56 -7.70  0.1151
H: 2.02 -1.20 -6.56  0.3966
C: 3.07 2.12 4.76  -0.0255
O: 2.76 1.01 5.50  -0.6035
H: 3.93 1.98 4.12  0.0106
H: 2.24 2.29 4.08  -0.0874
H: 3.04 2.94 5.48  0.3741
H: 2.54 0.28 4.91  0.5042
C: -3.65 -0.59 -1.55  -0.4144
O: -3.02 -0.76 -0.32  -0.1417
H: -3.09 0.11 -2.17  -0.1071
H: -3.71 -1.49 -2.16  0.2376
H: -4.65 -0.19 -1.42  0.4368
H: -2.19 -0.29 -0.20  -0.0825
C: 0.57 0.65 -1.37  1.1000
O: 0.95 -0.74 -1.59  -0.0096
H: 1.09 1.01 -0.48  -0.0393
H: 0.83 1.35 -2.15  -0.6970
H: -0.50 0.67 -1.17  -0.2382
H: 0.65 -1.05 -2.45  -0.0582
C: 0.62 -2.07 2.06  -0.5722
C: 1.10 -0.89 2.82  2.3645
C: -0.09 0.17 3.03  -1.3562
O: -0.51 0.63 1.83  0.5183
C: -1.34 1.75 1.98  -1.3305
N: 1.70 -1.26 4.08  -0.6570
H: -0.13 -2.72 2.52  0.3250
H: 1.45 -2.74 1.85  -0.3992
H: 0.15 -1.83 1.11  0.0359
H: 1.84 -0.26 2.32  -0.9761
H: 0.36 0.91 3.69  0.2910
H: -1.00 -0.21 3.50  0.3558
H: -0.72 2.58 2.33  0.4338
H: -2.18 1.65 2.66  0.4155
H: -1.76 2.15 1.06  0.1612
H: 2.39 -1.98 3.94  0.0912
H: 1.07 -1.50 4.83  0.2942
C: -0.62 -4.25 -4.20  -1.1022
C: -1.98 -3.95 -4.79  0.1477
C: -2.74 -5.25 -5.00  -0.5047
O: -2.10 -6.24 -5.81  -0.3524
C: -2.44 -7.59 -5.62  -0.7669
N: -2.67 -2.99 -3.86  -0.4215
H: 0.12 -4.71 -4.85  0.4442
H: -0.77 -4.96 -3.39  0.2360
H: -0.21 -3.32 -3.80  0.1577
H: -1.83 -3.36 -5.69  0.3652
H: -3.70 -5.04 -5.49  0.3628
H: -2.91 -5.57 -3.98  0.1672
H: -2.07 -8.31 -6.35  0.2763
H: -3.47 -7.79 -5.35  0.3343
H: -1.97 -7.91 -4.69  0.2808
H: -3.68 -3.02 -3.90  0.2802
H: -2.45 -3.38 -2.96  0.1622
C: -3.31 -7.76 -0.45  -0.9611
C: -1.86 -7.90 0.19  0.6254
C: -1.24 -6.61 0.69  -0.7563
O: -1.04 -5.91 -0.53  -0.1807
C: -0.24 -4.69 -0.36  -0.0287
N: -1.94 -8.73 1.41  -0.6948
H: -4.04 -7.41 0.28  0.3407
H: -3.74 -8.70 -0.79  0.4139
H: -3.09 -7.14 -1.32  -0.0505
H: -1.09 -8.38 -0.42  0.1643
H: -0.30 -6.70 1.24  0.1197
H: -1.77 -5.93 1.36  0.4254
H: -0.23 -4.20 -1.33  0.0672
H: 0.73 -4.65 0.14  -0.3565
H: -0.87 -4.11 0.31  0.4029
H: -1.09 -8.81 1.94  0.2016
H: -2.30 -9.65 1.21  0.2330
C: -2.67 9.64 -0.05  -2.0325
C: -2.48 8.91 1.23  1.9235
C: -3.77 8.06 1.54  -1.6200
C: -3.67 7.09 2.77  -0.9688
C: -2.57 6.16 2.44  -1.1225
C: -1.20 6.90 2.14  1.8408
N: -1.40 7.90 1.11  0.4300
O: -0.26 8.56 0.76  -0.5411
C: -0.59 7.49 3.55  -1.7449
C: -0.32 5.82 1.61  -1.8657
C: -2.35 10.03 2.32  -1.8744
H: -1.86 10.20 -0.53  0.5172
H: -3.41 10.42 0.12  0.4248
H: -2.88 8.91 -0.83  0.4058
H: -4.71 8.60 1.61  0.4937
H: -3.88 7.47 0.64  0.4624
H: -4.60 6.54 2.91  0.4325
H: -3.44 7.65 3.67  0.4102
H: -2.97 5.59 1.60  0.3518
H: -2.49 5.40 3.22  0.5938
H: 0.25 8.18 3.47  0.3957
H: -1.37 8.07 4.06  0.3694
H: -0.23 6.69 4.19  0.3954
H: 0.61 6.14 1.14  0.5379
H: 0.02 5.20 2.44  0.3658
H: -0.69 5.07 0.90  -0.0133
H: -1.53 10.03 3.04  0.3905
H: -3.21 10.21 2.97  0.2867
H: -1.97 10.91 1.80  0.4488
H: -0.37 8.81 -0.16  0.3910
C: 2.65 -6.16 0.90  -1.6747
C: 4.06 -5.80 1.46  1.9268
C: 4.07 -4.26 1.85  -1.4059
C: 5.29 -3.72 2.83  -0.5058
C: 5.25 -4.58 4.08  -1.3855
C: 5.35 -6.19 3.83  1.7134
N: 4.35 -6.57 2.72  0.1121
O: 4.28 -7.86 2.45  -0.4334
C: 6.74 -6.59 3.38  -1.6683
C: 4.94 -6.86 5.09  -2.0325
C: 5.05 -5.92 0.41  -2.1377
H: 1.78 -5.81 1.46  0.2471
H: 2.47 -7.22 0.76  0.5393
H: 2.58 -5.61 -0.04  0.3104
H: 3.92 -3.54 1.05  0.5124
H: 3.15 -4.16 2.42  0.3074
H: 5.00 -2.71 3.11  0.3407
H: 6.23 -3.80 2.29  0.4093
H: 4.36 -4.30 4.64  0.2879
H: 6.13 -4.33 4.67  0.5871
H: 7.04 -7.62 3.56  0.3939
H: 6.87 -6.42 2.31  0.2683
H: 7.40 -6.14 4.12  0.4486
H: 4.01 -6.53 5.56  0.3805
H: 4.81 -7.94 5.05  0.3635
H: 5.76 -6.70 5.78  0.4298
H: 4.82 -5.29 -0.45  0.2819
H: 5.06 -6.97 0.11  0.5508
H: 6.10 -5.64 0.50  0.3534
H: 5.07 -8.05 1.94  0.3854
C: -8.70 4.09 4.00  -1.9409
C: -8.34 3.65 2.55  1.6403
C: -8.45 5.03 1.74  -1.2203
C: -7.54 5.08 0.47  -0.9493
C: -6.21 4.36 0.59  -0.6976
C: -6.19 3.07 1.24  2.1501
N: -6.88 3.15 2.56  0.5766
O: -6.69 2.07 3.40  -0.4913
C: -6.65 1.95 0.20  -1.8681
C: -4.74 2.73 1.38  -2.8421
C: -9.29 2.54 2.05  -1.6552
H: -8.82 3.30 4.74  0.3698
H: -9.51 4.83 3.96  0.4402
H: -7.86 4.63 4.45  0.4262
H: -9.48 5.15 1.40  0.3676
H: -8.28 5.90 2.37  0.4738
H: -7.43 6.12 0.17  0.4538
H: -8.09 4.61 -0.36  0.3847
H: -5.57 4.99 1.20  -0.3562
H: -5.72 4.24 -0.37  0.4321
H: -6.86 0.96 0.62  0.2918
H: -7.51 2.33 -0.33  0.3955
H: -5.89 1.64 -0.52  0.3686
H: -4.19 3.37 2.06  0.5109
H: -4.64 1.77 1.87  0.7131
H: -4.21 2.57 0.44  0.4457
H: -9.01 1.58 2.49  0.3468
H: -9.15 2.35 0.99  0.3335
H: -10.34 2.63 2.33  0.4403
H: -6.18 2.45 4.11  0.3406
C: 5.78 3.93 -0.50  -1.6787
C: 6.22 2.44 -1.07  1.1536
C: 7.62 2.09 -0.40  -0.8671
C: 7.61 1.21 0.87  -0.8545
C: 6.54 0.10 0.73  -1.2870
C: 5.19 0.54 0.34  1.5789
N: 5.25 1.35 -0.89  0.4277
O: 4.00 1.60 -1.43  0.1239
C: 4.33 -0.74 -0.11  -1.0968
C: 4.63 1.24 1.54  -1.8973
C: 6.34 2.74 -2.70  -1.7720
H: 4.87 4.31 -0.98  0.2788
H: 6.60 4.63 -0.66  0.4822
H: 5.57 3.93 0.57  0.3661
H: 8.17 1.55 -1.16  0.4057
H: 8.12 2.96 0.02  0.3146
H: 7.49 1.88 1.71  0.3056
H: 8.60 0.79 1.04  0.4553
H: 6.47 -0.48 1.65  0.2204
H: 6.88 -0.64 0.00  0.5471
H: 3.31 -0.57 -0.47  0.0724
H: 4.78 -1.30 -0.93  0.5262
H: 4.30 -1.39 0.76  -0.2711
H: 3.76 1.86 1.36  0.4122
H: 4.31 0.46 2.23  0.3838
H: 5.34 1.84 2.11  0.3169
H: 5.54 3.31 -3.17  0.3298
H: 6.28 1.75 -3.15  0.4480
H: 7.28 3.21 -2.98  0.3877
H: 4.19 1.32 -2.33  0.1349

The calculated total energy is -107783.1496 eV. As for the multiplicity: 1. The calculation puts the LUMO energy at 0.356 eV. The net charge is 0. Its strongest force on any atom is 4.416 eV/A.


Entry from the Open Molecules 2025 dataset: 2 unconnected molecules or ions with the total composition C3H10NO2Si in a non-equilibrium geometry (the ωB97M-V functional and the def2-TZVPD basis).

Last column: Mulliken charge in e.
Atoms and positions in Å:
C: 0.08 1.53 1.56  0.2063
C: 1.35 1.39 0.65  -0.6053
C: 0.99 1.28 -0.80  -0.1131
N: -0.06 1.80 -1.34  -0.1007
O: -0.89 2.12 1.22  -0.4947
O: 0.06 -0.94 -0.11  -0.3709
Si: -1.37 -1.77 -0.35  0.3123
H: 0.32 1.03 2.47  0.3708
H: 2.19 2.12 0.67  0.4336
H: 1.71 0.37 0.77  0.3348
H: 1.67 0.97 -1.54  0.4195
H: -0.26 1.85 -2.30  0.2109
H: 0.85 -1.41 0.05  0.3294
H: -0.63 2.15 -0.56  0.3018
H: -2.34 -0.68 -0.36  -0.1001
H: -1.04 -2.29 -1.64  -0.0714
H: -1.64 -2.49 0.84  -0.0631

The calculation puts the energy relative to the best compared isomer or geometry (same formula, charge and spin) at 83.0 kcal/mol. The calculated total energy is -16728.1178 eV. As for the multiplicity: 1. The calculation puts the LUMO energy at -4.284 eV. The net charge is +1. Its strongest force on any atom is 4.440 eV/A.


Question: Which formula does entry 4 have?
Answer: C3H10NO2Si